114
Properties=species:S:1:pos:R:3 method="wB97M-V/def2-TZVPD" de_lowest_kcal_mol=39.1 multiplicity=2 gap_ev="5.29 / 4.81" total_charge=-1 s_squared=0.75 lumo_ha="0.049 / 0.031"
K 0.329 0.199 1.134
C 3.270 2.929 1.863
C 2.468 2.280 2.945
C 2.905 1.763 4.185
C 1.760 1.298 4.786
N 0.721 1.528 3.951
N 1.158 2.135 2.812
B -0.732 0.986 4.184
N -0.767 -0.518 3.733
C -0.077 -1.513 4.325
C -0.398 -2.693 3.698
C -1.301 -2.315 2.687
C -1.943 -3.191 1.660
N -1.527 -1.007 2.716
N -1.842 1.783 3.516
C -3.014 2.123 4.103
C -3.734 2.862 3.201
C -2.911 2.929 2.057
C -3.190 3.681 0.795
N -1.782 2.265 2.244
N -0.974 1.044 5.714
C -0.815 2.152 6.464
C -1.192 1.852 7.752
C -1.577 0.497 7.691
C -2.080 -0.378 8.796
N -1.442 0.018 6.464
H 4.011 3.608 2.289
H 3.808 2.189 1.264
H 2.620 3.468 1.175
H 3.906 1.750 4.582
H 1.609 0.846 5.753
H 0.549 -1.324 5.181
H -0.036 -3.681 3.930
H -2.011 -4.217 2.021
H -2.945 -2.836 1.422
H -1.370 -3.195 0.730
H -3.244 1.819 5.110
H -4.706 3.304 3.340
H -4.180 4.138 0.854
H -2.444 4.458 0.631
H -3.149 3.042 -0.085
H -0.466 3.070 6.019
H -1.199 2.508 8.606
H -2.294 0.211 9.688
H -2.995 -0.891 8.499
H -1.348 -1.141 9.066
C -3.087 -2.927 -1.690
P -1.878 -1.540 -1.753
C -0.919 -2.118 -3.247
N -1.589 -2.604 -4.258
C -0.894 -3.067 -5.331
C -1.596 -3.563 -6.457
C -0.904 -4.045 -7.528
C 0.515 -4.059 -7.521
C 1.207 -3.587 -6.445
C 0.506 -3.072 -5.327
N 1.201 -2.596 -4.259
C 0.531 -2.100 -3.253
P 1.510 -1.432 -1.797
C 2.514 -2.952 -1.493
C 2.739 -0.290 -2.597
C 1.931 0.697 -3.444
C 3.390 0.459 -1.426
C 3.832 -0.954 -3.432
C -2.922 -0.155 -2.455
C -2.002 0.796 -3.223
C -3.486 0.564 -1.225
C -4.067 -0.610 -3.358
H -3.491 -3.166 -2.672
H -3.900 -2.646 -1.017
H -2.603 -3.812 -1.275
H -2.677 -3.539 -6.432
H -1.436 -4.419 -8.393
H 1.047 -4.448 -8.379
H 2.289 -3.582 -6.414
H 2.877 -3.385 -2.425
H 1.909 -3.688 -0.962
H 3.365 -2.700 -0.857
H 1.130 1.156 -2.861
H 1.494 0.208 -4.318
H 2.581 1.504 -3.796
H 2.669 1.068 -0.877
H 4.139 1.151 -1.819
H 3.898 -0.228 -0.742
H 3.431 -1.641 -4.175
H 4.537 -1.499 -2.800
H 4.395 -0.172 -3.952
H -1.167 1.144 -2.609
H -2.567 1.690 -3.506
H -1.625 0.333 -4.138
H -2.691 1.004 -0.622
H -4.068 -0.105 -0.585
H -4.148 1.372 -1.552
H -3.724 -1.254 -4.169
H -4.532 0.278 -3.797
H -4.838 -1.141 -2.797
S -0.159 2.875 -0.745
C 0.999 3.551 -1.844
C 0.571 4.137 -3.067
C 1.474 4.651 -3.960
C 2.838 4.608 -3.658
C 3.180 4.039 -2.448
N 2.321 3.524 -1.569
H -0.492 4.157 -3.273
H 1.130 5.087 -4.893
H 3.592 5.002 -4.326
H 4.228 3.988 -2.157
F 1.671 -2.843 1.644
C 2.291 -1.892 2.323
F 2.564 -0.866 1.520
C 3.589 -2.418 2.961
F 4.441 -2.767 1.979
F 3.338 -3.496 3.702
F 4.168 -1.502 3.719

=====

117
Properties=species:S:1:pos:R:3 method="wB97M-V/def2-TZVPD" gap_ev="3.63 / 3.63" total_charge=-2 lumo_ha="0.037 / 0.037"
Rb -0.720 -0.335 0.405
C -3.045 -2.980 -1.169
C -1.564 -3.067 -0.919
N -1.052 -3.218 0.236
O -1.885 -3.259 1.308
B -1.175 -3.546 2.581
F -0.564 -4.802 2.529
F -2.118 -3.560 3.592
O -0.154 -2.527 2.946
N 0.714 -2.250 1.933
C 1.965 -2.335 2.150
C 2.539 -2.769 3.476
C 2.851 -2.023 1.033
N 2.315 -1.835 -0.112
O 3.139 -1.625 -1.155
B 2.511 -1.392 -2.481
F 2.118 -0.056 -2.573
F 3.502 -1.633 -3.423
O 1.388 -2.298 -2.805
N 0.462 -2.389 -1.826
C -0.639 -2.981 -2.051
C -1.048 -3.579 -3.377
C 4.348 -1.948 1.221
H -3.492 -2.364 -0.388
H -3.480 -3.979 -1.109
H -3.257 -2.544 -2.138
H 1.717 -3.143 4.085
H 2.996 -1.919 3.982
H 3.277 -3.558 3.341
H -0.155 -3.818 -3.950
H -1.630 -2.854 -3.946
H -1.644 -4.478 -3.229
H 4.653 -2.212 2.228
H 4.666 -0.929 0.993
H 4.833 -2.604 0.498
C -0.051 -0.242 -5.186
Si -1.383 0.862 -4.395
C -1.458 2.429 -5.512
C -3.119 0.060 -4.616
N -1.164 1.098 -2.712
P -1.205 2.512 -2.008
C -1.068 2.260 -0.304
P -0.214 3.218 0.860
N 0.469 2.222 1.875
Si 0.987 2.494 3.483
C -0.412 2.950 4.710
C 2.353 3.858 3.620
C 1.799 0.843 3.990
C 1.085 4.339 0.204
C 1.040 5.723 0.098
C 2.160 6.420 -0.323
C 3.314 5.744 -0.676
C 3.349 4.359 -0.615
C 2.243 3.665 -0.168
C -1.440 4.330 1.622
C -2.790 4.040 1.476
C -3.735 4.790 2.154
C -3.338 5.831 2.976
C -1.989 6.121 3.126
C -1.043 5.363 2.463
C -2.876 3.218 -2.243
C -3.278 4.276 -3.046
C -4.627 4.524 -3.242
C -5.583 3.724 -2.640
C -5.187 2.659 -1.846
C -3.843 2.406 -1.654
C 0.006 3.682 -2.721
C -0.065 5.068 -2.657
C 0.944 5.838 -3.207
C 2.044 5.232 -3.789
C 2.149 3.850 -3.796
C 1.137 3.078 -3.260
H -0.274 -0.433 -6.233
H 0.033 -1.191 -4.673
H 0.926 0.224 -5.127
H -1.727 2.180 -6.535
H -0.501 2.941 -5.534
H -2.198 3.130 -5.139
H -3.248 -0.355 -5.612
H -3.903 0.794 -4.449
H -3.265 -0.736 -3.892
H -0.489 4.022 4.874
H -0.283 2.475 5.679
H -1.362 2.618 4.300
H 1.959 4.838 3.370
H 3.156 3.652 2.918
H 2.786 3.920 4.616
H 1.053 0.055 3.993
H 2.249 0.890 4.978
H 2.570 0.566 3.277
H 0.133 6.258 0.343
H 2.122 7.500 -0.395
H 4.181 6.296 -1.009
H 4.233 3.823 -0.928
H 2.255 2.585 -0.093
H -3.091 3.211 0.852
H -4.783 4.538 2.055
H -4.078 6.414 3.510
H -1.678 6.927 3.781
H 0.013 5.552 2.607
H -2.547 4.903 -3.535
H -4.937 5.338 -3.887
H -6.635 3.927 -2.797
H -5.929 2.016 -1.392
H -3.520 1.572 -1.044
H -0.904 5.536 -2.163
H 0.879 6.918 -3.161
H 2.840 5.838 -4.200
H 3.022 3.370 -4.216
H 1.205 2.000 -3.242
C -3.652 -0.639 3.192
C -3.416 0.733 2.475
O -3.407 1.730 3.202
O -3.303 0.650 1.243
H -4.125 -0.483 4.159
H -2.684 -1.113 3.325
H -4.264 -1.274 2.557

=====

113
Properties=species:S:1:pos:R:3 method="wB97M-V/def2-TZVPD" gap_ev=6.39 total_charge=+1 lumo_ha=-0.165
C 2.795 2.910 -1.614
C 1.687 2.538 -2.200
C 1.252 1.104 -2.264
N 0.478 0.530 -1.416
P -0.104 1.603 -0.125
O 1.116 2.195 0.774
O -0.933 2.849 -0.741
S -1.278 0.718 1.123
C 0.199 -0.967 -1.620
C 1.060 -1.543 -0.418
C 1.620 -2.979 -0.623
C 3.194 -3.000 -0.598
Cl 1.109 -3.946 0.842
N -1.194 -1.251 -1.420
C -2.122 -0.396 -1.969
C -3.582 -0.479 -1.474
O -1.879 0.395 -2.836
C -1.643 -2.403 -0.648
C -1.606 -3.868 -1.130
O -2.087 -2.248 0.418
C 0.815 -1.123 -3.042
C -0.050 -1.545 -4.263
C -0.914 -2.816 -4.108
C -1.472 -3.158 -5.538
Cl -0.669 -4.613 -6.225
C 1.710 0.130 -3.414
C 1.317 0.914 -4.710
C 1.912 0.294 -6.039
C 0.781 0.328 -7.121
N 1.446 0.597 -8.417
C 3.228 -0.086 -3.276
F 3.573 -0.288 -1.976
F 3.627 -1.203 -3.916
C 4.149 1.074 -3.807
F 5.177 1.228 -2.932
F 4.722 0.754 -4.973
H 2.965 3.941 -1.300
H 3.592 2.206 -1.356
H 1.059 3.271 -2.712
H 1.727 1.457 0.959
H -1.459 2.523 -1.499
H 1.939 -0.880 -0.381
H 0.551 -1.386 0.543
H 1.334 -3.469 -1.558
H 3.527 -3.770 0.113
H 3.623 -2.059 -0.238
H 3.579 -3.322 -1.576
H -3.976 -1.464 -1.765
H -4.153 0.346 -1.906
H -3.575 -0.367 -0.382
H -1.500 -4.506 -0.250
H -2.529 -4.094 -1.684
H -0.750 -4.084 -1.779
H 1.582 -1.922 -3.035
H -0.697 -0.759 -4.669
H 0.665 -1.794 -5.065
H -0.298 -3.679 -3.824
H -1.795 -2.667 -3.478
H -2.561 -3.261 -5.495
H -1.273 -2.320 -6.221
H 1.718 1.941 -4.697
H 0.230 1.048 -4.785
H 2.687 0.966 -6.424
H 2.254 -0.736 -5.896
H 0.210 -0.615 -7.151
H 0.137 1.202 -6.930
H 2.329 0.097 -8.412
H 0.875 0.306 -9.202
H 3.674 2.053 -3.904
N -4.425 0.915 5.318
C -4.755 2.079 5.878
C -4.259 3.305 5.460
C -3.368 3.323 4.401
C -3.010 2.124 3.805
C -3.567 0.955 4.299
H -5.453 2.015 6.705
H -4.565 4.218 5.950
H -2.956 4.260 4.044
H -2.316 2.092 2.974
H -3.319 -0.008 3.862
N 5.224 -4.518 1.723
C 6.525 -4.694 1.965
C 7.087 -4.636 3.230
C 6.254 -4.376 4.307
C 4.901 -4.188 4.078
C 4.440 -4.271 2.775
H 7.138 -4.892 1.092
H 8.149 -4.790 3.367
H 6.655 -4.322 5.311
H 4.217 -3.983 4.890
H 3.389 -4.135 2.547
N 2.346 -2.249 4.212
C 2.672 -1.531 5.287
C 2.096 -0.309 5.604
C 1.128 0.200 4.754
C 0.775 -0.528 3.627
C 1.410 -1.741 3.407
H 3.435 -1.967 5.923
H 2.398 0.228 6.493
H 0.655 1.152 4.964
H 0.022 -0.163 2.936
H 1.164 -2.350 2.542
N -6.892 5.546 5.054
C -6.177 6.663 5.191
C -6.721 7.890 5.538
C -8.087 7.964 5.753
C -8.849 6.816 5.615
C -8.206 5.639 5.267
H -5.112 6.559 5.009
H -6.090 8.764 5.637
H -8.551 8.904 6.025
H -9.919 6.833 5.774
H -8.761 4.714 5.151